[1]
# C44H51Br2N12O4S2SeY

C44H51Br2N12O4S2SeY as an isolated structure in a non-equilibrium geometry (the ωB97M-V functional and the def2-TZVPD basis, the OMol25 dataset).

Last column: Löwdin charge in e.
Element x y z (Å)
Y  -16.257  0.996  16.960  1.4408
O  -15.452  -1.958  22.306  0.0351
C  -16.578  -2.122  21.543  -0.2736
C  -17.676  -2.783  22.159  0.0019
C  -18.728  -3.263  21.353  -0.0872
C  -18.748  -2.904  20.031  -0.1026
C  -17.678  -2.210  19.453  -0.0151
C  -16.594  -1.792  20.208  -0.1109
C  -15.462  -0.916  19.683  -0.4167
O  -15.782  -0.269  18.542  -0.3189
N  -14.245  -1.702  19.540  -0.0084
N  -13.013  -1.175  19.775  0.0932
C  -12.055  -1.895  19.272  -0.2365
C  -10.632  -1.590  19.550  -0.6241
Br  -9.388  -1.705  18.097  0.7551
C  -10.107  -1.199  20.742  -0.1041
C  -10.835  -1.235  22.024  -0.2530
C  -11.787  -2.184  22.280  -0.0646
C  -12.323  -2.253  23.529  -0.0783
C  -11.946  -1.388  24.580  -0.0652
C  -11.080  -0.341  24.285  -0.0752
C  -10.560  -0.270  22.985  -0.0572
H  -14.730  -1.467  21.875  0.0787
H  -17.607  -2.877  23.286  0.1310
H  -19.589  -3.654  21.788  0.0816
H  -19.582  -3.228  19.429  0.0991
H  -17.681  -1.922  18.391  0.1085
H  -15.159  -0.144  20.457  0.1442
H  -14.374  -2.648  19.325  0.1331
H  -12.218  -2.803  18.759  0.1039
H  -9.095  -0.835  20.743  0.0955
H  -12.202  -2.779  21.433  0.1240
H  -13.007  -3.043  23.805  0.1069
H  -12.391  -1.609  25.496  0.0817
H  -10.728  0.366  25.060  0.1122
H  -9.897  0.600  22.788  0.1220
C  -17.166  6.393  16.648  -0.0600
N  -18.170  5.358  16.844  -0.0778
C  -19.440  5.751  16.182  -0.1208
C  -19.915  4.588  15.374  -0.1214
N  -18.906  3.562  15.633  -0.0811
C  -19.167  2.278  15.050  -0.0545
C  -17.966  3.976  16.585  -0.2959
N  -17.120  3.214  17.248  -0.0288
C  -16.353  3.949  18.233  -0.2698
C  -15.408  3.072  19.007  -0.2627
N  -14.416  2.492  18.077  0.0377
C  -13.182  2.480  18.343  -0.3543
N  -12.247  2.227  17.384  -0.0821
C  -12.406  2.298  15.956  -0.0232
C  -10.953  1.891  17.968  -0.1231
C  -11.095  2.288  19.428  -0.1167
N  -12.550  2.493  19.611  -0.0609
C  -13.170  2.107  20.895  -0.0401
H  -16.375  6.117  15.832  0.1049
H  -16.595  6.590  17.536  0.0664
H  -17.717  7.184  16.250  0.0497
H  -19.268  6.644  15.614  0.1058
H  -20.145  5.900  16.996  0.1224
H  -19.945  4.796  14.319  0.1199
H  -20.845  4.184  15.778  0.1266
H  -19.377  2.365  13.993  0.0960
H  -20.095  1.891  15.530  0.1057
H  -18.375  1.544  15.042  0.0469
H  -17.003  4.358  19.020  0.1129
H  -15.697  4.758  17.913  0.1090
H  -15.898  2.322  19.660  0.0798
H  -14.869  3.731  19.660  0.1079
H  -12.520  1.265  15.523  0.0850
H  -11.565  2.890  15.569  0.1008
H  -13.289  2.794  15.708  0.0393
H  -10.132  2.535  17.594  0.1251
H  -10.567  0.872  17.834  0.0668
H  -10.675  3.251  19.664  0.1097
H  -10.650  1.558  20.115  0.1053
H  -12.702  1.220  21.396  0.0796
H  -14.249  1.876  20.747  0.0650
H  -13.013  2.922  21.587  0.0773
O  -21.053  -2.425  15.795  0.0646
C  -20.135  -2.630  14.836  -0.2730
C  -20.260  -3.773  14.113  -0.0203
C  -19.431  -3.991  13.026  -0.0714
C  -18.419  -3.078  12.707  -0.0873
C  -18.191  -2.029  13.588  -0.0461
C  -19.010  -1.785  14.656  -0.0688
C  -18.499  -0.856  15.739  -0.4175
O  -17.251  -0.500  15.644  -0.2026
N  -19.299  -0.511  16.729  0.0130
N  -18.731  0.471  17.546  -0.1316
C  -19.404  0.748  18.556  -0.8849
S  -20.943  -0.045  18.968  0.9529
C  -21.200  1.044  20.346  -0.5439
C  -19.814  1.374  20.954  -0.5221
S  -18.872  2.036  19.618  0.9693
H  -20.757  -1.723  16.391  0.0498
H  -21.046  -4.438  14.216  0.0975
H  -19.496  -4.740  12.248  0.1019
H  -17.872  -3.135  11.763  0.1011
H  -17.368  -1.307  13.444  0.1197
H  -21.848  0.552  21.113  0.0932
H  -21.703  1.949  20.035  0.0650
H  -19.335  0.500  21.431  0.0928
H  -19.788  2.214  21.583  0.0454
Se  -16.231  4.397  13.105  0.4631
C  -15.886  3.031  14.207  -0.9456
N  -15.654  2.165  14.937  -0.0404
Br  -10.927  -2.819  13.735  0.7915
C  -12.345  -1.932  14.556  -0.7067
C  -13.175  -1.142  13.791  -0.0951
C  -14.155  -0.386  14.463  -0.1516
N  -14.324  -0.369  15.778  0.0112
C  -13.513  -1.170  16.522  -0.0783
C  -12.497  -1.947  15.941  -0.1022
H  -13.082  -1.044  12.722  0.1043
H  -14.824  0.173  13.789  0.1107
H  -13.554  -1.214  17.601  0.0613
H  -11.829  -2.623  16.419  0.0522

Cartesian forces, eV/Å:
0.664 -0.172 -0.520
-0.042 0.433 0.550
-0.311 -1.309 1.202
0.867 0.101 0.540
1.765 2.196 0.971
0.607 -0.273 -1.254
-0.388 0.404 -0.677
0.192 0.319 -0.184
0.415 1.092 0.278
-0.184 -0.030 -0.006
0.240 1.474 1.182
-0.119 -1.239 -1.417
0.936 1.393 1.300
0.237 0.860 1.382
-0.370 -0.104 -0.077
-1.209 -0.301 -1.383
0.816 1.489 -0.670
-1.124 -0.971 -0.949
-0.235 -0.168 1.684
0.432 -0.099 -2.406
0.105 -0.195 0.304
0.762 0.883 0.841
-0.604 -0.270 -0.079
-0.262 -0.224 -1.568
-1.165 -0.999 0.748
-0.039 0.115 -0.251
-0.173 -0.223 0.538
-0.500 -0.586 -0.258
0.227 -1.672 -0.571
-0.522 -1.014 -0.782
0.314 -0.064 0.148
0.741 0.069 1.226
-0.250 -0.032 -0.288
-0.360 0.169 1.615
-0.445 -0.401 -0.620
-0.279 -0.918 -0.160
2.663 -2.303 -1.422
-0.702 -1.132 -0.780
0.086 -0.350 1.561
0.769 -1.225 0.352
1.844 0.894 1.150
-1.156 -0.482 0.446
-0.969 -0.140 -0.634
-0.700 1.342 -0.999
0.061 -0.132 1.515
1.192 -0.695 -0.147
-2.762 0.245 -0.469
1.725 -1.808 1.473
1.053 -0.199 0.846
1.010 -1.237 0.150
1.080 1.016 -0.017
-1.096 0.182 0.589
-0.255 -0.744 -0.572
-0.117 -0.559 -0.517
-1.389 0.251 1.202
-0.076 0.525 0.496
-0.175 1.771 -0.068
-0.333 0.341 -0.325
-0.230 0.628 -0.130
-0.342 -0.025 -0.553
-0.342 0.244 -0.468
-0.163 0.545 -0.399
0.662 -0.304 -0.330
0.384 0.126 0.658
-0.291 0.280 -0.337
-0.348 0.020 -0.747
-0.040 0.118 -0.595
0.115 0.481 0.733
0.669 1.070 0.166
-0.126 -0.543 -0.269
-1.539 0.890 -0.214
-0.484 -0.188 -0.475
-0.758 -0.072 -0.114
0.817 0.348 -0.166
-0.485 -0.039 -0.062
-0.165 0.428 -0.915
0.958 0.300 0.272
-0.396 0.356 0.331
-0.385 -0.211 0.204
0.593 0.932 1.388
0.942 -0.274 -2.175
1.374 1.107 -1.260
-0.278 0.313 0.258
1.133 0.679 -1.081
-0.337 -0.241 1.730
0.589 -0.175 -0.294
-1.333 0.048 -0.111
-0.115 0.090 -0.720
1.284 -1.162 -1.703
-0.900 0.391 0.758
0.586 0.014 -0.462
-0.113 -0.123 2.141
-0.578 -0.984 -0.413
0.482 -0.265 -0.779
0.260 0.476 0.127
-1.560 -1.007 0.769
-0.737 -0.636 0.583
-0.019 -0.212 0.462
-0.361 -0.643 0.016
0.502 0.211 -0.681
-0.066 0.309 -0.127
-0.240 0.354 -0.296
-0.637 0.826 1.567
-0.039 0.018 0.029
-0.148 0.959 -0.798
0.016 -0.861 0.638
0.331 -0.417 -0.117
-0.348 0.887 0.128
-0.571 0.485 0.763
0.084 -0.564 -1.423
0.279 -0.620 0.976
1.129 -0.328 -1.125
-0.849 0.259 -1.091
0.015 -0.126 -0.095
0.201 0.054 0.978
-0.752 0.547 -0.400
0.174 -0.070 1.036

Results
Net charge: 0
HOMO energy (eV): -7.44


[2]
# C3H8N2O2

A 3-piece molecular cluster, C3H8N2O2 overall in a non-equilibrium geometry (the ωB97M-V functional and the def2-TZVPD basis, the OMol25 dataset).

Last column: Löwdin charge in e.
Element x y z (Å)
C  1.933  -0.765  0.927  -0.1336
C  0.964  -0.951  -0.022  -0.1373
N  -0.210  -0.704  0.565  0.0388
C  0.075  -0.100  1.787  -0.2232
N  1.350  -0.058  2.009  0.0347
H  2.983  -0.798  0.775  0.0760
H  0.823  -1.285  -1.021  0.1068
H  -1.113  -0.664  0.291  0.0555
H  -0.832  -0.049  2.448  0.1304
O  -2.276  -0.142  -1.443  -0.0971
H  -3.055  0.036  -0.850  0.0714
H  -1.856  0.613  -1.902  0.0006
O  -0.514  1.849  -2.263  -0.0762
H  0.451  1.984  -2.274  0.0642
H  -0.892  2.732  -1.981  0.0891

Cartesian forces, eV/Å:
-1.006 2.415 -0.255
-0.335 -1.301 -0.339
2.316 1.982 3.891
-1.736 -1.565 -0.491
0.799 -1.441 0.181
0.570 -0.110 0.143
1.019 -0.513 -0.671
-2.957 -0.265 -2.240
1.500 0.812 -0.263
-0.946 -0.658 0.784
1.366 0.505 -1.448
-0.583 -0.023 0.768
-0.188 1.817 0.370
-0.587 -0.167 0.063
0.768 -1.488 -0.495

Results
Energy relative to the best compared isomer or geometry (same formula, charge and spin) (kJ/mol): 186.26
Net charge: 0
HOMO energy (eV): -8.60


[3]
# C5H8N

A 2-piece molecular cluster, C5H8N overall in a non-equilibrium geometry (the ωB97M-V functional and the def2-TZVPD basis, the OMol25 dataset).

Last column: Löwdin charge in e.
Element x y z (Å)
C  -1.674  1.602  -0.218  0.2182
C  0.224  -0.194  -0.177  0.1423
C  0.981  -1.487  -0.400  -0.0326
C  -2.483  1.459  -1.309  -0.2253
C  1.821  -0.393  1.913  0.0481
N  1.109  -0.539  0.657  -0.1444
H  1.735  -1.378  -1.158  0.1027
H  0.356  -2.459  -0.234  0.1557
H  -3.289  0.848  -1.524  0.0508
H  -2.786  2.534  -1.645  0.1534
H  -1.767  1.408  -2.274  0.1649
H  1.487  0.492  2.302  0.0681
H  2.961  -0.647  1.634  0.1740
H  1.325  -1.244  2.434  0.1242

Cartesian forces, eV/Å:
1.755 -1.621 1.050
0.092 0.931 1.520
-1.866 -2.098 -1.254
1.597 3.413 -4.332
1.472 -4.318 -2.123
-1.121 1.596 -0.437
0.260 -0.817 -0.278
1.674 1.696 -0.290
-1.739 -1.670 0.514
0.210 -1.036 0.776
-0.875 -0.143 1.799
0.066 2.460 1.270
-2.586 1.076 1.256
1.062 0.532 0.529

Results
⟨S²⟩: 2.0288
Energy relative to the best compared isomer or geometry (same formula, charge and spin) (kJ/mol): 744.17
Net charge: +1
2S+1: 3
HOMO energy (spin up / spin down) (eV): -13.10 / -14.80